Here is a molecular structure, C34H38Cl4HgN9O2S from the OMol25 dataset. Energies are from the ωB97M-V functional and the def2-TZVPD basis.

Results
molecular weight: 979.2 g/mol
relative energy (zero: lowest compared OMol25 entry of this formula, charge and spin): 0.0 kcal/mol
2S+1: 2
DFT total energy: -4354.1631 hartree
total charge: -2

XYZ file:
```
89
Properties=species:S:1:pos:R:3:mulliken_charge:R:1
Hg 0.785 -0.221 -0.092 2.52
C 3.668 -4.491 0.489 -1.26
N 2.691 -4.705 -0.558 0.44
C 2.407 -6.100 -0.826 -1.13
C 1.600 -3.830 -0.557 -0.09
N 1.267 -3.041 0.379 -0.06
N 0.951 -3.815 -1.785 -0.06
C -0.289 -3.169 -1.916 0.29
N -0.227 -2.126 -2.834 -0.62
N -1.299 -3.599 -1.275 -0.77
H 4.590 -5.008 0.220 0.31
H 3.333 -4.875 1.467 0.35
H 3.889 -3.428 0.580 0.35
H 3.283 -6.583 -1.267 0.32
H 1.575 -6.177 -1.523 0.40
H 2.143 -6.640 0.095 0.30
H 1.742 -3.216 1.256 0.02
H 1.612 -3.641 -2.532 0.30
H 0.643 -1.594 -2.706 0.34
H -1.028 -1.509 -2.740 0.34
H -2.091 -2.975 -1.413 0.36
Cl 6.967 -3.010 -2.485 -0.27
C 5.815 -2.072 -1.575 0.19
C 6.190 -1.422 -0.420 0.41
Cl 7.833 -1.523 0.153 -0.27
C 5.239 -0.661 0.289 0.09
Cl 5.693 0.170 1.752 -0.25
C 3.906 -0.529 -0.122 0.32
O 3.035 0.165 0.519 -1.08
C 3.507 -1.223 -1.346 -1.28
O 2.287 -1.151 -1.745 -0.62
C 4.482 -1.967 -2.017 0.57
Cl 3.987 -2.770 -3.494 -0.26
N -2.711 2.085 -2.307 -0.26
C -3.789 2.196 -1.430 -0.09
C -4.623 3.309 -1.479 -0.47
C -5.716 3.420 -0.629 -0.61
C -5.975 2.421 0.299 -0.63
C -5.129 1.320 0.365 -0.65
C -4.051 1.192 -0.499 0.59
S -3.043 -0.234 -0.465 -0.25
N -1.617 0.249 -1.218 -0.34
C -1.568 1.309 -1.998 0.28
C -0.341 1.768 -2.546 0.56
C -0.273 2.702 -3.625 -1.23
C 0.942 3.141 -4.070 -0.58
C 2.127 2.678 -3.465 -1.09
C 1.995 1.762 -2.432 -0.50
N 0.833 1.318 -1.978 0.77
H -2.474 2.964 -2.737 0.19
H -4.408 4.094 -2.197 0.37
H -6.352 4.295 -0.687 0.35
H -6.812 2.504 0.980 0.35
H -5.299 0.545 1.104 0.38
H -1.170 3.023 -4.141 0.53
H 0.987 3.832 -4.905 0.39
H 3.104 3.006 -3.787 0.47
H 2.867 1.367 -1.922 0.21
C -0.940 4.658 -0.201 -1.81
C -1.319 3.652 0.857 0.72
C -2.395 3.906 1.719 -0.57
C -2.732 2.939 2.648 0.73
C -3.880 3.174 3.601 -1.98
C -2.032 1.736 2.729 -0.27
C -0.938 1.424 1.876 -0.06
C -0.624 2.469 0.948 -0.54
N -0.225 0.269 1.834 -0.25
C -0.225 -0.802 2.840 1.80
C 1.240 -1.226 3.049 -1.32
C -1.074 -1.977 2.336 -1.18
C -0.734 -0.458 4.252 -2.28
H -0.978 5.679 0.189 0.54
H -1.636 4.607 -1.045 0.16
H 0.062 4.471 -0.591 0.29
H -2.951 4.836 1.655 0.22
H -4.442 4.068 3.325 0.35
H -3.521 3.305 4.626 0.39
H -4.571 2.327 3.605 0.37
H -2.404 1.017 3.437 0.19
H 0.224 2.340 0.292 0.72
H 1.797 -1.252 2.115 -0.06
H 1.292 -2.206 3.539 0.41
H 1.749 -0.496 3.682 0.43
H -0.729 -2.346 1.370 0.06
H -2.107 -1.641 2.214 0.15
H -1.058 -2.807 3.052 0.49
H -0.310 0.478 4.622 0.42
H -0.410 -1.264 4.917 0.50
H -1.820 -0.410 4.310 0.44
```

Here is 2 unconnected molecules or ions with the total composition C3H9N2OP from the OMol25 dataset. Energies are from the ωB97M-V functional and the def2-TZVPD basis.

Results
molecular weight: 120.1 g/mol
relative energy (zero: lowest compared OMol25 entry of this formula, charge and spin): 145.0 kcal/mol
DFT total energy: -645.6094 hartree

XYZ file:
```
16
Properties=species:S:1:pos:R:3:mulliken_charge:R:1
C -0.428 -1.621 1.558 -0.12
C 0.742 -0.182 -1.736 -1.05
C 1.105 1.001 -0.922 -0.05
N -0.575 -0.311 2.132 -0.24
N -1.594 -0.867 1.324 -0.41
O -0.049 1.634 -0.321 -0.24
P -1.587 1.208 -0.616 0.05
H 0.372 -1.620 0.824 0.12
H -0.485 -2.537 1.992 0.33
H 0.307 0.159 -2.705 0.37
H 1.647 -0.900 -2.002 0.26
H -0.149 -0.743 -1.216 0.20
H 1.661 1.772 -1.565 0.25
H 1.746 0.870 -0.026 0.25
H -0.772 -0.252 3.195 0.25
H -1.942 2.389 0.085 0.02
```

Here is 2 unconnected molecules or ions with the total composition C5H12NO from the OMol25 dataset. Energies are from the ωB97M-V functional and the def2-TZVPD basis.

Results
molecular weight: 102.2 g/mol
relative energy (zero: lowest compared OMol25 entry of this formula, charge and spin): 69.4 kcal/mol
DFT total energy: -327.3490 hartree
total charge: +1

XYZ file:
```
19
Properties=species:S:1:pos:R:3:mulliken_charge:R:1
C -1.481 -0.418 -0.446 -0.56
C -1.351 0.957 -0.910 -0.83
C -0.183 0.466 -0.142 0.79
C 0.158 0.871 1.286 -1.70
C 1.385 -1.808 -0.593 -0.17
N 0.968 0.134 -0.856 -0.32
O 0.651 -2.217 0.365 -0.30
H -1.840 -0.808 0.533 0.27
H -1.302 -1.129 -1.230 0.28
H -1.374 1.409 -1.917 0.29
H -1.927 1.641 -0.358 0.28
H 1.017 0.363 1.590 0.49
H -0.683 0.646 2.018 0.34
H 0.200 1.917 1.433 0.39
H 1.069 -2.151 -1.652 0.35
H 2.449 -1.637 -0.500 0.31
H 1.787 0.639 -0.484 0.36
H 0.813 0.420 -1.903 0.36
H 0.988 -1.848 1.187 0.38
```

Here is 2 unconnected molecules or ions with the total composition C3H11NO2S from the OMol25 dataset. Energies are from the ωB97M-V functional and the def2-TZVPD basis.

Results
molecular weight: 125.2 g/mol
relative energy (zero: lowest compared OMol25 entry of this formula, charge and spin): 38.7 kcal/mol
DFT total energy: -724.2500 hartree
SMILES: N[C@H](CO)CS.O

XYZ file:
```
18
Properties=species:S:1:pos:R:3:mulliken_charge:R:1
N 2.397 -0.979 0.588 -0.58
C 1.274 -0.230 -0.035 0.00
C 1.835 1.122 -0.354 -0.52
O 2.915 0.984 -1.385 -0.53
C -0.006 0.123 1.038 -0.95
S -0.508 -1.528 1.778 -0.23
H 2.098 -1.025 1.614 0.27
H 2.526 -1.914 0.244 0.22
H 0.734 -0.667 -0.902 0.27
H 2.467 1.477 0.436 0.36
H 0.947 1.565 -0.813 0.32
H 3.189 0.088 -1.102 0.33
H -0.755 0.589 0.489 0.51
H 0.340 0.935 1.783 0.39
H -0.643 -1.263 3.093 0.14
O -6.115 1.640 -3.051 -0.65
H -6.486 2.038 -2.200 0.33
H -6.075 2.393 -3.624 0.32
```